{
  "formula": "C41H52Br2N8O7P2S",
  "method": "ωB97M-V with the def2-TZVPD basis set",
  "lumo_energy_ev": -0.26,
  "energy_ha": -8786.986498,
  "homo_energy_ha": -0.3186,
  "total_charge": 0,
  "orbital_gap_ev": 8.41,
  "largest_force_ev_per_a": 1.8,
  "species": ["C", "C", "C", "C", "C", "C", "C", "C", "O", "N", "O", "C", "Br", "O", "S", "O", "O", "C", "Br", "P", "N", "C", "P", "O", "O", "H", "H", "H", "H", "H", "H", "H", "H", "H", "H", "H", "H", "H", "H", "H", "H", "H", "H", "H", "H", "H", "H", "N", "C", "C", "C", "C", "C", "H", "H", "H", "H", "H", "N", "C", "C", "C", "C", "C", "H", "H", "H", "H", "H", "N", "C", "C", "C", "C", "C", "H", "H", "H", "H", "H", "N", "C", "C", "C", "C", "C", "H", "H", "H", "H", "H", "N", "C", "C", "C", "C", "C", "H", "H", "H", "H", "H", "N", "C", "C", "C", "C", "C", "H", "H", "H", "H", "H"],
  "xyz": [[4.143, 1.380, -0.325], [4.314, -0.080, 0.075], [4.344, -1.013, -1.150], [2.897, -1.369, -1.568], [2.443, -2.593, -0.789], [0.921, -2.820, -0.686], [0.323, -1.877, 0.361], [-1.189, -1.615, 0.384], [-1.480, -1.039, 1.685], [-1.358, -1.932, 2.788], [-0.741, -1.420, 3.628], [-2.108, -2.817, 0.136], [-1.518, -4.520, 0.828], [-2.373, -2.982, -1.262], [-3.681, -2.114, -1.622], [-4.802, -2.648, -0.932], [-3.793, -2.003, -3.034], [-3.184, -0.495, -0.890], [-4.315, -0.111, 0.647], [-3.753, 0.833, -2.093], [-5.280, 0.757, -2.410], [-1.656, -0.462, -0.558], [-0.482, -0.269, -2.035], [-0.661, 1.325, -2.414], [-1.166, -1.066, -3.275], [5.041, 1.755, -0.818], [3.270, 1.526, -0.961], [3.992, 1.992, 0.566], [3.416, -0.367, 0.635], [5.158, -0.244, 0.741], [4.889, -0.547, -1.972], [4.860, -1.929, -0.857], [2.905, -1.617, -2.629], [2.297, -0.490, -1.347], [2.805, -2.533, 0.244], [2.857, -3.498, -1.224], [0.440, -2.745, -1.662], [0.826, -3.860, -0.383], [0.808, -0.909, 0.212], [0.653, -2.218, 1.342], [-3.047, -2.636, 0.653], [-2.971, 0.719, -3.244], [-3.447, 2.022, -1.414], [-5.412, 0.605, -3.402], [-1.523, 0.468, -0.001], [0.064, 1.773, -1.970], [-1.462, -0.452, -3.957], [-7.448, 1.490, -4.421], [-8.369, 2.361, -4.023], [-9.729, 2.198, -4.244], [-10.155, 1.067, -4.921], [-9.208, 0.148, -5.343], [-7.873, 0.406, -5.067], [-7.993, 3.233, -3.498], [-10.433, 2.940, -3.895], [-11.207, 0.903, -5.114], [-9.494, -0.750, -5.872], [-7.102, -0.293, -5.374], [-4.891, 4.403, 1.545], [-5.893, 5.241, 1.801], [-7.213, 4.990, 1.452], [-7.509, 3.806, 0.797], [-6.479, 2.921, 0.520], [-5.197, 3.268, 0.918], [-5.621, 6.158, 2.312], [-7.986, 5.709, 1.689], [-8.525, 3.576, 0.505], [-6.659, 1.986, 0.005], [-4.365, 2.604, 0.721], [1.568, 4.244, 1.478], [0.838, 4.421, 2.578], [1.315, 5.031, 3.729], [2.625, 5.481, 3.742], [3.398, 5.304, 2.607], [2.825, 4.684, 1.507], [-0.180, 4.049, 2.531], [0.675, 5.144, 4.593], [3.036, 5.957, 4.622], [4.427, 5.636, 2.573], [3.398, 4.529, 0.599], [7.780, -1.679, 1.557], [8.622, -2.004, 0.579], [9.909, -1.499, 0.472], [10.346, -0.602, 1.434], [9.481, -0.251, 2.457], [8.215, -0.817, 2.474], [8.241, -2.705, -0.155], [10.550, -1.801, -0.344], [11.343, -0.184, 1.386], [9.779, 0.446, 3.229], [7.509, -0.570, 3.259], [3.376, 2.065, 5.510], [2.292, 1.827, 4.773], [1.245, 1.017, 5.184], [1.327, 0.411, 6.427], [2.448, 0.648, 7.207], [3.437, 1.480, 6.704], [2.268, 2.312, 3.804], [0.390, 0.861, 4.541], [0.533, -0.233, 6.780], [2.556, 0.197, 8.184], [4.328, 1.692, 7.286], [2.373, -4.962, -3.123], [2.803, -6.149, -2.700], [2.140, -7.340, -2.951], [0.961, -7.296, -3.678], [0.498, -6.069, -4.122], [1.240, -4.937, -3.820], [3.726, -6.139, -2.130], [2.538, -8.276, -2.585], [0.411, -8.203, -3.893], [-0.419, -5.987, -4.690], [0.913, -3.956, -4.151]]
}